Entry 1:
Here is a single C4H8N2S molecule in a non-equilibrium geometry from the OMol25 dataset. Energies are from ωB97M-V/def2-TZVPD.

The geometry in XYZ format:
```
15
Properties=species:S:1:pos:R:3:forces:R:3:lowdin_charge:R:1
C -0.4555 -2.0064 0.5124 0.5156 -2.5423 -0.2103 -0.4529
C -1.5602 1.8205 -0.2630 -0.6113 4.0084 -0.2140 -0.0521
H 0.5939 -2.4791 -0.0652 -3.1656 1.5180 2.0590 0.0951
H 1.3124 -0.4205 -1.7595 1.2401 0.1045 0.9304 0.0504
H -1.1526 2.8490 -0.0023 -0.2519 -1.4072 -0.2758 0.0882
C 1.7648 0.2738 -0.0226 0.1604 0.7599 -0.9131 -0.3386
N 2.1390 -0.3302 -1.0905 -2.3168 0.0537 -0.1737 0.0649
H -2.5691 1.9201 -0.6395 -0.0516 -0.7922 0.1839 0.0569
H -1.2972 -2.8915 0.5687 2.3705 2.0090 -0.0444 0.0537
N 0.5458 0.8671 0.3476 -1.4050 1.1605 0.6076 -0.0235
H 2.5672 0.4734 0.6775 -0.1888 0.0648 0.4869 0.1038
H 0.4761 1.6594 1.0453 1.1137 -1.6153 -1.0466 0.1515
H -0.2520 -1.6573 1.6390 -0.4676 -0.4315 -2.8777 0.0724
C -0.7687 0.7984 -0.2595 2.1566 -3.3186 0.6146 -0.6668
S -1.3440 -0.8766 -0.6884 0.9017 0.4282 0.8732 0.7968
```
Forces are in eV/Å.

## Properties
LUMO energy: 0.75 eV
Energy: -664.81946 Ha
Kohn-Sham gap: 9.2802 eV
Structure (SMILES): [H]/N=C\NC(=C)SC
ΔE to the lowest compared entry with this formula, charge and spin: 71.1 kcal per mole
HOMO energy: -8.54 eV

Entry 2:
Here is a molecular structure, C4H8N2S in a non-equilibrium geometry from the OMol25 dataset. Energies are from ωB97M-V/def2-TZVPD.

The geometry in XYZ format:
```
15
Properties=species:S:1:pos:R:3:forces:R:3:lowdin_charge:R:1
N -1.9055 0.9407 -0.4097 -0.7274 -0.3061 -0.6434 -0.0280
N -3.2213 1.4084 -0.3784 -0.4346 -0.0096 -0.5709 -0.3662
H -0.2377 -1.1227 -0.0847 -0.3466 -0.4599 -0.0517 0.1080
C 1.1027 1.7596 0.1651 1.3266 -2.3887 -0.4549 -0.0570
H 0.4096 2.2082 -0.4642 -1.0222 0.8490 -1.5115 -0.0341
H 1.4024 2.4957 0.8762 0.9198 0.2779 0.4080 0.0037
H -3.4365 2.1059 0.2834 0.5807 1.7019 0.7072 0.0371
H 0.5032 1.0101 0.6724 0.1450 -0.1522 0.3044 -0.0183
H -2.7765 -2.8786 0.3521 -2.6141 -0.1736 0.0276 0.0230
H -1.1085 -3.4261 0.5471 0.0960 0.0766 -0.0851 0.0603
C -1.7897 -2.6239 0.2898 3.9442 1.6659 -0.4789 0.0437
S -3.9423 -0.0194 0.2794 1.4588 -1.5954 -1.1900 0.8660
H 1.9084 1.1848 -0.4529 -1.1505 1.4717 1.3177 0.0663
C -1.2985 -1.3986 -0.0537 -0.3379 -2.4454 0.5376 -0.1585
C -2.1799 -0.3180 -0.2655 -1.8379 1.4878 1.6840 -0.5458
```
Forces are in eV/Å.

## Properties
LUMO energy: 0.16 eV
Energy: -664.77631 Ha
Kohn-Sham gap: 9.0999 eV
ΔE to the lowest compared entry with this formula, charge and spin: 98.2 kcal per mole
HOMO energy: -8.94 eV

Entry 3:
Here is 2 unconnected molecules or ions with the total composition C4H8N2S in a non-equilibrium geometry from the OMol25 dataset. Energies are from ωB97M-V/def2-TZVPD.

The geometry in XYZ format:
```
15
Properties=species:S:1:pos:R:3:forces:R:3:lowdin_charge:R:1
C -1.1208 -0.8670 0.7284 -0.1494 1.7357 1.3771 -0.1512
N -1.8650 2.8989 -2.3587 -0.1838 0.7383 -1.5655 0.0915
C -1.5805 2.3686 -1.3856 0.7174 -1.4398 2.2179 -0.4999
C 0.8837 -0.2298 -1.7694 -0.7370 2.9507 -0.3492 0.0237
H 0.9446 0.9908 2.4779 1.1694 -1.5892 1.1794 0.0026
N -1.4707 1.8280 -0.1620 0.6962 -0.2893 0.4004 -0.2680
H 0.9568 0.8007 -2.1848 1.0483 -1.1233 0.6028 0.0305
S -0.2883 0.8202 0.3111 -1.7774 -1.3044 -0.1658 0.9173
H 0.3710 2.4146 1.6107 0.2213 2.3924 0.0876 -0.0122
H 1.4711 -0.9220 -1.2674 1.8438 -0.3135 0.7890 -0.0158
H -2.2167 -0.9623 0.6388 0.5556 0.8422 -0.4086 0.0736
H -0.8906 -1.0357 1.7760 0.1549 0.0300 0.1327 0.0401
H -0.6274 -1.5789 0.1521 0.7790 -1.1556 -1.1527 -0.0005
C 0.3230 1.3997 1.7709 -2.0171 -0.3096 -2.1621 -0.1929
H 0.0287 -0.6661 -2.1180 -2.3214 -1.1647 -0.9829 -0.0388
```
Forces are in eV/Å.

## Properties
LUMO energy (alpha / beta): -0.31 / -1.44 eV
Energy: -664.65303 Ha
Kohn-Sham gap (alpha / beta): 8.5321 / 7.1592 eV
ΔE to the lowest compared entry with this formula, charge and spin: 175.5 kcal per mole
HOMO energy (alpha / beta): -8.84 / -8.60 eV

Entry 4:
Here is a single C4H8N2S2 molecule in a non-equilibrium geometry from the OMol25 dataset. Energies are from ωB97M-V/def2-TZVPD.

The geometry in XYZ format:
```
16
Properties=species:S:1:pos:R:3:forces:R:3:lowdin_charge:R:1
C -1.5926 -0.5496 0.5509 0.0950 -0.0538 -0.9789 -0.0915
C -0.2036 -0.3983 -0.0878 -1.3317 -0.4532 -0.3913 -0.4777
S -1.1046 -2.3806 -1.8947 -0.4914 -0.7628 0.1204 0.6878
H 0.5802 -0.9029 0.4887 -0.1866 0.1909 -0.0079 0.1280
H -0.7279 1.5925 -0.3849 0.6519 -0.9725 -0.0424 0.1339
H -1.7346 -1.5951 0.7806 -0.4670 -0.1965 0.0716 0.0547
S 0.9032 -0.4796 -2.6087 0.1680 -1.0979 -1.4249 0.7939
H -2.3428 -0.2155 -0.2248 0.5675 -0.3707 1.0506 0.0996
H -1.6498 0.0428 1.4546 -0.0868 0.1558 0.1410 0.0698
C -0.2085 -1.1274 -1.4665 0.7765 1.5532 0.5902 -1.1918
N 0.5690 1.5717 1.0382 1.3154 -1.1481 0.3342 -0.0321
N 0.1175 1.0224 -0.1849 -0.4076 1.3527 -0.2862 -0.1199
H 2.3528 0.4280 0.7678 -0.8726 0.2488 0.2439 0.0898
H 2.1158 1.2943 2.3822 -0.3668 0.3578 -0.3486 0.0666
C 1.6927 1.0734 1.3966 0.3853 0.2001 0.1175 -0.0537
H 1.2332 0.6239 -2.0071 0.2509 0.9960 0.8108 -0.1574
```
Forces are in eV/Å.

## Properties
LUMO energy: -0.18 eV
Energy: -1063.01874 Ha
Kohn-Sham gap: 8.5199 eV
Structure (SMILES): C=NN[C@@H](C)C(=S)S
ΔE to the lowest compared entry with this formula, charge and spin: 48.3 kcal per mole
HOMO energy: -8.70 eV

Entry 5:
Here is a gas-phase ion, C4H8N3 (charge +1) in a non-equilibrium geometry from the OMol25 dataset. Energies are from ωB97M-V/def2-TZVPD.

The geometry in XYZ format:
```
15
Properties=species:S:1:pos:R:3:forces:R:3:lowdin_charge:R:1
H -2.6993 -1.5502 0.0268 0.1432 1.3378 -0.1307 0.1569
C -1.9156 -0.7560 0.0385 0.5485 -1.6730 0.7212 -0.0498
N 0.1967 -0.1304 0.1862 0.5947 -1.4618 -1.4020 -0.3693
H 1.8274 0.6897 -0.8919 0.2653 -0.0018 -0.0238 0.1202
H 1.9036 -0.5391 1.0294 0.9101 -0.8963 0.7095 0.0970
H -2.8076 1.2548 0.2196 -0.2707 0.7977 0.1391 0.1153
H -0.1167 2.0574 0.5194 -0.9290 -1.9507 -1.3151 0.1920
C -0.6123 1.0707 0.1417 -0.2608 2.3198 3.0664 -0.0132
H 0.4731 0.0116 -1.8590 0.2853 0.1985 -0.2966 0.1216
H 1.5296 -1.0532 -1.0833 2.0268 -3.9378 -0.0870 0.0582
N 0.9706 -0.3965 1.3160 -1.9343 1.5151 1.1853 0.1447
H 0.3784 -0.8497 2.0423 1.6303 0.1643 -0.7658 0.1570
C -1.8992 0.7068 0.2018 0.4891 -0.5527 -1.2389 0.0332
N -0.7436 -1.2766 0.0765 -0.0804 0.5033 -0.9099 0.1472
C 1.1508 -0.1418 -1.0236 -3.4181 3.6375 0.3482 0.0893
```
Forces are in eV/Å.

## Properties
Net charge: +1
LUMO energy: -4.90 eV
Energy: -321.10006 Ha
Kohn-Sham gap: 9.9402 eV
Structure (SMILES): C[N@@+]1(N)C=CC=N1
ΔE to the lowest compared entry with this formula, charge and spin: 120.0 kcal per mole
HOMO energy: -14.84 eV

Entry 6:
Here is 2 unconnected molecules or ions with the total composition C4H8N3 in a non-equilibrium geometry from the OMol25 dataset. Energies are from ωB97M-V/def2-TZVPD.

The geometry in XYZ format:
```
15
Properties=species:S:1:pos:R:3:forces:R:3:lowdin_charge:R:1
H -1.6077 2.0045 1.0559 0.6787 -1.4310 -0.3639 0.2158
H 0.4401 0.5292 2.2654 -0.5205 -1.0902 -0.6831 0.1254
H 3.2403 -1.5238 -1.1223 -0.4574 1.1066 0.0199 0.0013
H -0.9592 -1.8732 -0.2540 0.5733 -1.2903 -0.3417 0.1398
C 0.1255 -0.2944 1.5709 2.0061 1.7848 1.8765 0.1406
N -1.5158 1.1546 0.4510 -1.3225 0.2174 -0.5814 0.1577
H 2.0666 0.0234 -0.9150 0.5601 -0.4105 -0.2022 -0.0460
C -1.2395 -0.8686 -0.3015 -1.2222 2.1458 -0.3719 -0.0047
H 3.9539 0.2321 -1.0415 -0.9729 -0.5840 -0.0648 0.0021
N -0.8077 -0.0092 0.6733 -1.7073 0.1074 -1.8893 -0.1153
H 0.8416 -1.0809 1.3480 -0.5092 -0.1069 0.0835 0.1029
C -2.3676 0.8802 -0.6206 3.0664 -0.8496 2.2628 -0.0569
N -2.1602 -0.2967 -1.1197 0.8020 -1.4707 0.8963 0.1554
H -3.0678 1.5500 -0.9236 -1.7883 1.9766 -0.9066 0.1175
C 3.0575 -0.4271 -1.0661 0.8138 -0.1055 0.2658 0.0644
```
Forces are in eV/Å.

## Properties
Net charge: +1
LUMO energy (alpha / beta): -6.12 / -4.40 eV
Energy: -321.04567 Ha
Kohn-Sham gap (alpha / beta): 5.9091 / 9.1918 eV
ΔE to the lowest compared entry with this formula, charge and spin: 154.1 kcal per mole
HOMO energy (alpha / beta): -12.02 / -13.59 eV

Entry 7:
Here is 2 unconnected molecules or ions with the total composition C4H8N3O in a non-equilibrium geometry from the OMol25 dataset. Energies are from ωB97M-V/def2-TZVPD.

The geometry in XYZ format:
```
16
Properties=species:S:1:pos:R:3:forces:R:3:lowdin_charge:R:1
C -2.1764 0.6634 -1.8399 -0.1540 0.5065 0.5536 -0.0426
N -2.3937 1.1885 -0.6302 0.1160 -0.0056 -0.9087 0.1023
H -1.9641 -1.6919 4.2668 -0.2562 0.0388 -0.7654 0.1234
C -2.6549 2.5325 -0.7330 0.0257 0.1474 -0.5648 -0.0218
H -2.7823 -2.4156 2.8716 0.3194 0.4549 0.3519 0.1284
H -2.7349 3.7808 -2.5928 0.0757 -0.4942 0.2394 0.1392
H -1.4995 0.2694 3.1289 -0.3003 -0.3608 -0.3807 0.1497
H -1.9458 -0.3775 -2.0664 -0.1173 0.4993 0.1245 0.1682
H -2.3657 0.6456 0.2517 0.0342 -0.2146 0.3048 0.0701
C -2.5932 2.8366 -2.0670 -0.1282 0.4485 0.4183 -0.0360
O -2.3979 -0.3657 1.3983 -0.2056 -0.3732 -0.1169 -0.0134
H -2.8612 3.1591 0.1347 0.0994 -0.3249 -0.4470 0.1412
H -2.1808 1.5556 -3.7412 -0.1391 0.1580 1.1350 0.1971
N -2.2826 -1.6305 3.2966 0.0578 0.5425 -0.5448 0.1485
N -2.2970 1.6642 -2.7175 0.1966 -0.4066 -1.2296 0.0879
C -2.0515 -0.5148 2.5562 0.3759 -0.6160 1.8302 -0.3421
```
Forces are in eV/Å.

## Properties
Net charge: +1
LUMO energy: -2.45 eV
Energy: -396.53625 Ha
Kohn-Sham gap: 11.5051 eV
ΔE to the lowest compared entry with this formula, charge and spin: 0.0 kcal per mole
HOMO energy: -13.95 eV

Entry 8:
Here is a gas-phase ion, C4H8N3O (charge +1) in a non-equilibrium geometry from the OMol25 dataset. Energies are from ωB97M-V/def2-TZVPD.

The geometry in XYZ format:
```
16
Properties=species:S:1:pos:R:3:forces:R:3:lowdin_charge:R:1
H -2.8236 -1.4780 -0.9777 0.3126 0.0481 0.1739 0.1283
H 2.2871 -1.8009 0.6785 1.1187 -0.7555 2.3772 0.1189
O -2.4106 -1.6717 -0.1161 0.3472 0.9643 0.0654 0.0652
C 1.1251 0.7501 0.1403 -0.3852 0.4440 -0.6752 -0.1648
C -1.1909 1.7191 0.0295 1.8485 -0.6717 -1.1625 -0.0722
C -1.8636 -0.5463 0.4172 -1.1319 -1.2921 -0.4918 -0.2358
H 2.1328 1.0522 0.0239 1.3391 0.4701 -0.2301 0.1108
H -1.8243 2.5734 -0.2251 0.2623 -0.0827 0.5407 0.1371
N -1.7311 0.5177 -0.2247 -1.1832 -0.1042 0.0868 0.0919
N 0.8440 -0.4858 0.1581 -1.1519 -2.7529 0.1384 0.0228
C 0.1860 1.8161 0.1133 -0.4415 1.2273 0.3837 -0.0633
H 2.7243 -0.7684 -0.6105 -1.2887 -2.4853 0.5341 0.2125
N 1.9596 -1.4205 -0.1503 -0.3491 2.5156 -2.8758 0.1768
H 1.5761 -2.2832 -0.6825 0.8322 2.2007 0.2923 0.2180
H 0.6813 2.7776 -0.0294 -0.4639 -0.0857 0.4077 0.1072
H -1.6720 -0.7518 1.4556 0.3348 0.3599 0.4352 0.1465
```
Forces are in eV/Å.

## Properties
Net charge: +1
LUMO energy: -4.07 eV
Energy: -396.37385 Ha
Kohn-Sham gap: 8.7003 eV
Structure (SMILES): [NH3+]/N=C/C=C\N=C\O
ΔE to the lowest compared entry with this formula, charge and spin: 101.9 kcal per mole
HOMO energy: -12.77 eV